73
Properties=species:S:1:pos:R:3:forces:R:3:mulliken_spin:R:1 method="wB97M-V/def2-TZVPD" s2=6.008 spin_multiplicity=5 e_lumo_ev="1.844 / 1.774" orbital_gap_ha="0.255 / 0.252" total_energy_ha=-7094.6747 charge=-1
Ni 0.5606 3.0726 -0.7863 1.417 -1.101 0.515 1.821
Ni 2.5934 1.8765 0.9186 -0.561 0.264 -1.059 1.776
C -0.6557 -4.4884 -0.4650 0.644 -0.618 0.180 0.000
C -1.4572 -3.3276 -0.9804 -0.754 0.315 0.531 0.000
N -0.9524 -1.9669 -0.5556 1.153 0.134 0.160 -0.001
C -1.0301 -1.8714 0.9347 -0.609 0.432 -0.204 -0.005
C 0.5266 -1.7970 -0.9216 -0.163 -0.303 0.310 0.001
C 0.8028 -2.1085 -2.3574 0.092 -0.102 -0.977 0.001
C -1.7038 -0.8586 -1.2357 -1.079 -0.934 -0.869 -0.002
C -3.0365 -0.5354 -0.5834 -0.164 0.431 -0.382 0.002
O -3.8406 -1.6619 -0.2769 0.698 -0.359 0.415 0.000
C -4.7394 -1.3977 0.7807 -0.733 0.095 -0.218 0.000
H -1.0977 -5.4170 -0.8293 -0.078 0.107 -0.153 0.000
H -0.6229 -4.6059 0.6184 -0.207 0.301 0.043 0.000
H 0.3829 -4.4840 -0.7956 -0.047 0.024 -0.157 0.000
H -2.4591 -3.3450 -0.5577 -0.100 -0.153 -0.247 0.000
H -1.5433 -3.3570 -2.0612 0.106 0.171 -0.049 0.000
H -0.8871 -0.8274 1.1999 0.538 -0.117 0.182 0.002
H -0.2978 -2.5485 1.3498 0.166 0.242 0.253 0.001
H -2.0299 -2.1279 1.2752 -0.021 -0.206 -0.146 0.000
H 1.0544 -2.4769 -0.2586 0.158 0.074 -0.005 0.001
H 0.7873 -0.7740 -0.6482 0.061 0.026 -0.022 -0.010
H 0.3460 -1.3905 -3.0383 0.143 0.135 0.035 0.000
H 0.4767 -3.0958 -2.6885 -0.090 -0.080 0.282 0.000
H 1.8744 -2.1051 -2.5598 0.033 0.308 0.207 0.000
H -1.8365 -1.2265 -2.2542 -0.088 0.143 -0.024 0.000
H -1.1235 0.0618 -1.3092 0.297 -0.124 0.327 0.000
H -3.6435 0.0422 -1.2861 0.486 0.577 0.072 0.000
H -2.7722 0.0888 0.2737 -0.674 -0.143 0.294 -0.001
H -5.4104 -0.5682 0.5241 0.221 0.140 0.075 0.000
H -4.2405 -1.1781 1.7290 0.088 0.007 -0.060 0.000
H -5.3877 -2.2686 0.8761 0.211 -0.126 0.126 0.000
C 2.1609 0.7271 -3.9789 0.150 0.369 0.857 0.006
C 3.1796 -0.1126 -4.5413 -0.994 -0.033 -0.508 0.001
C 4.3416 -0.5722 -3.6678 0.506 0.819 0.695 0.001
O 5.2082 -1.2768 -4.1292 0.573 -0.796 -0.674 0.001
C 4.3952 -0.0717 -2.3303 -0.058 0.078 0.185 0.012
C 3.3848 0.6529 -1.7906 -0.465 0.955 -0.299 0.004
C 2.2348 1.1722 -2.6837 -0.313 -0.934 0.621 0.016
O 1.2759 1.8241 -2.1213 -0.274 0.565 -0.265 0.029
O 3.3985 0.9584 -0.5444 0.080 0.216 0.792 0.084
O 3.1064 -0.5173 -5.6876 0.166 -0.273 -0.474 0.000
H 1.2561 0.9471 -4.5304 0.174 0.094 -0.285 0.000
H 5.2594 -0.2166 -1.6962 0.047 -0.481 -0.119 0.000
N 2.9248 0.9451 2.6809 1.268 -0.681 3.181 0.000
S 2.6301 -0.5872 2.9778 -2.166 -3.003 -2.259 -0.003
O 1.5445 -0.8902 3.8520 -0.015 0.697 0.743 0.000
O 3.7221 -1.4874 3.0233 0.835 0.443 0.043 0.001
F 1.9328 -0.8611 1.5654 0.403 0.052 -0.113 0.001
S 3.5662 1.4215 4.1742 -0.471 3.375 -1.714 0.002
O 4.8592 0.9729 4.4921 0.503 -0.844 0.021 0.002
O 2.5607 1.5668 5.1570 -0.332 -0.493 0.414 0.003
F 3.7885 2.9100 3.6516 0.098 -0.119 0.076 0.003
N -1.3979 3.1242 -1.0799 -2.621 0.577 0.485 0.019
S -2.3285 3.2968 -2.3698 0.481 -0.880 -2.974 0.002
O -2.4805 4.6076 -2.8782 0.066 0.474 0.307 0.001
O -3.4647 2.4384 -2.3042 -0.325 -0.026 0.416 0.002
F -1.3690 2.6043 -3.4130 0.008 0.016 0.387 0.000
S -2.4783 3.4790 0.1535 2.832 0.697 2.012 -0.004
O -3.0227 2.3578 0.8235 -0.061 -0.608 -0.286 0.000
O -3.2197 4.6716 0.0303 -0.716 0.121 -0.915 0.005
F -1.2651 3.9573 1.0872 -0.127 -0.338 0.301 0.003
O 0.6688 1.5849 0.5458 -0.636 -0.036 -0.051 0.132
H -0.1210 1.3562 1.0474 0.392 0.223 0.206 0.001
O 2.1705 3.6300 0.1863 0.026 0.452 0.098 0.087
H 2.7571 4.3909 0.1397 -0.152 -0.293 -0.239 0.005
C -0.7309 1.0898 4.3564 -0.724 -1.028 0.719 0.002
N -2.2244 1.1488 4.2160 0.120 0.422 -0.230 0.000
O -2.7783 0.1681 3.7520 -0.060 -0.084 -0.064 0.000
O -2.7913 2.1660 4.5503 0.039 -0.099 0.042 0.000
H -0.5027 1.4243 5.3630 0.187 0.616 -0.239 0.000
H -0.2738 1.6375 3.5416 0.084 0.172 0.114 -0.002
H -0.5147 0.0293 4.3483 0.331 0.057 -0.441 0.000

***

17
Properties=species:S:1:pos:R:3:forces:R:3:lowdin_charge:R:1 method="wB97M-V/def2-TZVPD" relative_energy_ev=5.1234 e_lumo_ev="-0.796 / -0.796" orbital_gap_ha="0.256 / 0.256" total_energy_ha=-455.1702 charge=0
C -0.9159 -1.4047 -0.0865 0.239 -0.152 -0.054 -0.029
C 0.8425 1.0852 -1.3346 -0.015 0.051 0.006 -0.072
C 0.3525 -0.9700 0.7155 0.222 0.641 -0.260 -0.695
C -1.6173 -0.1618 0.0648 -0.785 0.212 0.392 -0.050
C 0.5289 0.8033 0.1096 0.128 -0.593 0.248 -0.363
O 1.4634 -1.5747 0.0657 -0.221 0.095 0.134 0.010
N -2.4644 0.6160 0.3029 0.795 -0.299 -0.292 0.326
N 0.7533 1.6419 1.0237 -0.130 0.024 -0.103 0.123
O 0.2771 -0.9560 1.9626 -0.073 0.004 -0.125 -0.052
H 2.1819 -1.5148 0.7111 -0.090 -0.006 0.003 0.113
H -2.5589 1.6062 0.4634 -0.045 -0.028 0.055 0.140
H 0.5310 1.2043 1.9311 0.030 -0.118 -0.066 0.050
H -1.4669 -2.2599 0.3241 0.003 0.133 0.005 0.144
H -0.6648 -1.5582 -1.1370 -0.016 0.043 0.012 0.139
H 1.4421 0.2708 -1.7451 -0.019 0.026 0.022 0.072
H 1.3875 2.0256 -1.4361 -0.039 -0.037 0.011 0.074
H -0.0719 1.1468 -1.9351 0.016 0.005 0.014 0.069

***

76
Properties=species:S:1:pos:R:3:forces:R:3:mulliken_spin:R:1 method="wB97M-V/def2-TZVPD" s2=0.774 spin_multiplicity=2 relative_energy_ev=0.0000 e_lumo_ev="-2.486 / -2.486" orbital_gap_ha="0.253 / 0.252" total_energy_ha=-3366.9126 charge=+1
Co 1.2900 -0.0531 0.4681 0.747 0.223 -0.112 1.037
C -1.3980 -1.0108 2.0837 -0.011 0.088 -0.147 0.001
N -0.3877 -0.0232 1.7080 -0.002 0.021 0.020 -0.013
C -0.3325 1.0698 2.4023 -0.001 0.110 0.020 0.004
C 0.5447 2.0977 1.9828 -0.023 -0.096 0.165 0.024
C 0.8194 3.3857 2.4665 0.016 -0.023 -0.005 0.002
C 1.7241 3.9386 1.5620 -0.014 -0.031 -0.058 0.005
C 1.9655 2.9553 0.5830 -0.058 0.111 -0.143 0.003
N 1.2500 1.8546 0.8201 0.081 0.098 0.437 -0.021
C -2.7628 -0.6034 1.5683 0.003 -0.009 -0.089 -0.001
C -3.0245 -0.6626 0.1980 -0.091 -0.083 0.009 -0.002
C -4.2587 -0.2714 -0.3029 -0.057 -0.168 0.135 0.000
C -5.2497 0.1915 0.5590 0.008 -0.058 0.009 0.000
C -4.9942 0.2590 1.9220 0.017 0.003 -0.009 0.000
C -3.7564 -0.1376 2.4215 -0.018 0.097 -0.002 0.001
H -1.4291 -1.1455 3.1687 -0.045 -0.005 0.024 0.000
H -1.1289 -1.9684 1.6344 0.076 -0.020 0.038 0.000
H -0.9729 1.2206 3.2755 0.009 -0.002 0.003 0.000
H 0.4197 3.8380 3.3644 0.026 -0.036 -0.083 -0.001
H 2.1750 4.9201 1.6039 -0.046 -0.094 -0.013 0.000
H 2.6158 3.0153 -0.2780 0.031 -0.022 0.082 -0.001
H -2.2506 -1.0337 -0.4692 -0.104 0.008 0.048 0.001
H -4.4650 -0.3604 -1.3648 -0.019 -0.076 0.064 0.000
H -6.2212 0.4770 0.1737 0.003 -0.021 0.012 0.000
H -5.7650 0.6021 2.6017 0.036 -0.001 -0.024 0.000
H -3.5660 -0.0853 3.4887 -0.025 -0.035 -0.044 0.000
C 0.7380 -2.2903 -4.2067 0.011 -0.100 0.057 0.006
N 1.0200 -2.9325 -2.9319 0.004 -0.144 -0.354 0.004
C 1.5245 -4.2145 -2.7615 -0.046 0.161 -0.406 0.001
C 1.6637 -4.4176 -1.4517 0.070 0.219 0.445 0.000
N 1.2424 -3.2460 -0.8075 -0.004 -0.040 0.253 0.002
C 0.8306 -2.3326 -1.7420 -0.035 -0.309 0.185 -0.010
S 0.1466 -0.8162 -1.5304 0.085 0.073 -0.100 0.051
C 1.3505 -3.0903 0.6081 -0.053 -0.603 -0.605 0.001
C 1.1487 -4.2080 1.4058 -0.089 -0.243 -0.030 0.000
C 1.4300 -4.1234 2.7571 -0.127 -0.267 -0.164 0.000
C 1.9205 -2.9343 3.2540 0.159 0.255 0.098 0.009
C 2.0403 -1.8677 2.3852 0.102 0.140 0.172 0.002
N 1.7290 -1.9264 1.0834 -0.222 0.277 0.537 0.004
H 0.8798 -3.0202 -4.9987 0.009 -0.011 0.008 0.000
H 1.4087 -1.4471 -4.3575 0.034 0.034 0.028 0.000
H -0.2865 -1.9281 -4.2176 -0.046 -0.011 -0.003 -0.003
H 1.7615 -4.8564 -3.5923 -0.028 0.069 0.009 0.000
H 2.0814 -5.2474 -0.9111 -0.030 0.040 -0.019 0.000
H 0.7671 -5.1189 0.9644 0.028 0.019 0.055 0.000
H 1.2781 -4.9761 3.4073 0.001 0.012 -0.073 0.000
H 2.2010 -2.8304 4.2936 -0.022 0.063 -0.065 0.000
H 2.4056 -0.9062 2.7255 -0.040 0.007 0.029 0.000
N -3.5643 3.3660 -1.6302 0.111 -0.174 0.070 0.000
C -3.2669 3.1460 -0.1635 0.077 -0.028 0.112 0.000
C -1.7546 3.0670 -0.0163 0.017 -0.061 -0.197 0.000
N -1.1691 2.0453 -0.8512 -0.138 0.172 -0.215 -0.003
C -1.5181 2.1526 -2.2463 -0.107 0.029 0.243 0.002
C -3.0259 2.2355 -2.4750 0.048 -0.049 -0.084 -0.002
H -3.0926 4.2249 -1.9189 -0.058 0.095 -0.030 0.000
H -4.5608 3.4949 -1.7855 -0.075 -0.017 -0.011 0.000
H -3.7364 2.2044 0.1231 -0.035 0.091 -0.069 0.000
H -3.7075 3.9661 0.4026 -0.013 0.052 -0.087 0.000
H -1.5029 2.8808 1.0257 -0.005 0.062 -0.069 0.001
H -1.3118 4.0375 -0.2821 0.020 -0.015 0.056 0.001
H -1.2516 1.1117 -0.4673 0.052 0.100 0.027 0.002
H -1.1263 1.2940 -2.7905 0.014 0.037 -0.020 0.000
H -1.0469 3.0538 -2.6636 0.014 -0.042 -0.008 0.000
H -3.5232 1.3267 -2.1391 0.009 0.149 -0.003 0.001
H -3.2833 2.4351 -3.5147 -0.034 0.074 0.009 0.000
C 5.9057 -0.0335 -0.7475 -0.007 0.017 0.035 0.002
C 4.9754 -0.4957 -1.6681 -0.065 -0.006 0.010 -0.004
C 3.6131 -0.4455 -1.3762 0.128 0.060 0.063 0.005
C 3.1298 0.0667 -0.1656 -0.167 -0.135 -0.146 -0.114
C 4.0922 0.5443 0.7349 0.090 -0.032 -0.065 0.003
C 5.4570 0.4924 0.4577 -0.081 -0.005 -0.033 -0.002
H 6.9660 -0.0728 -0.9698 -0.058 0.003 0.016 0.000
H 5.3138 -0.9008 -2.6175 -0.036 0.042 0.044 0.000
H 2.9162 -0.7998 -2.1312 0.016 0.001 0.025 -0.003
H 3.7798 0.9902 1.6783 0.008 -0.027 -0.048 0.005
H 6.1705 0.8727 1.1809 -0.027 -0.014 -0.018 0.000

***

31
Properties=species:S:1:pos:R:3:forces:R:3:lowdin_charge:R:1 method="wB97M-V/def2-TZVPD" relative_energy_ev=1.2994 e_lumo_ev=0.845 orbital_gap_ha=0.340 total_energy_ha=-618.2682 charge=0
C 0.3697 -4.6860 -0.6181 2.032 -0.125 -2.138 -0.055
C 0.7379 -3.2325 -0.6343 0.159 0.093 1.284 -0.304
C 1.1973 -2.6378 0.5356 -0.245 0.324 0.826 -0.052
C 1.6636 -1.3235 0.5904 0.405 -0.903 -1.767 -0.006
C 1.7753 -0.6370 -0.6396 -0.637 0.932 1.105 -0.328
O 2.3269 0.6281 -0.7558 0.950 -0.486 1.885 0.002
C 1.2118 -1.1488 -1.7837 0.968 0.545 -0.664 -0.038
C 0.7836 -2.4655 -1.7788 -0.339 -0.194 -2.276 -0.060
H 0.3909 -4.8720 -1.7253 -0.066 -1.011 1.087 0.088
H -0.5262 -5.0290 -0.2187 -2.237 0.278 0.518 0.045
H 1.0616 -5.3292 -0.0356 0.324 0.535 -0.785 0.089
H 1.1745 -3.2512 1.4489 0.097 0.431 -0.335 0.119
H 2.1274 -0.9714 1.4800 0.113 0.502 0.635 0.099
H 2.8392 0.7802 0.0912 -0.896 0.024 -1.467 0.132
H 1.3425 -0.5004 -2.6884 -0.399 -1.017 0.716 0.137
H 0.5907 -2.8769 -2.8097 -0.224 0.090 1.344 0.129
C -2.9282 1.5573 -0.4511 -1.718 0.263 0.191 -0.068
C -1.7118 2.0178 0.2825 0.400 0.682 -1.040 -0.278
C -1.9007 2.4705 1.5668 -1.066 -0.539 1.364 -0.092
C -0.9069 3.0411 2.3333 0.667 1.351 0.910 -0.099
C 0.2801 3.4137 1.7042 -1.323 -0.546 -1.650 -0.086
C 0.4537 3.0599 0.3354 0.263 0.020 2.047 -0.104
C -0.4746 2.3073 -0.3457 -0.119 -0.244 -0.788 -0.052
H -3.7660 2.3124 -0.3145 1.106 -0.525 -0.505 0.102
H -3.4341 0.6575 -0.0980 0.529 -0.273 0.508 0.074
H -2.7716 1.3493 -1.4911 0.218 0.305 -0.656 0.062
H -2.9139 2.4106 2.0116 0.669 -0.261 -0.297 0.123
H -1.0751 3.3840 3.3978 -0.016 -0.525 -1.405 0.120
H 0.8771 4.1730 2.1375 1.007 0.134 0.581 0.082
H 1.3843 3.3262 -0.1180 0.301 0.220 -0.469 0.089
H -0.1790 2.0722 -1.4086 -0.921 -0.080 1.238 0.129

***

12
Properties=species:S:1:pos:R:3:forces:R:3:lowdin_charge:R:1 method="wB97M-V/def2-TZVPD" relative_energy_ev=1.7106 e_lumo_ev=0.190 orbital_gap_ha=0.347 total_energy_ha=-770.9752 charge=0
N -1.4646 -1.7004 -0.2302 -2.209 -1.869 -3.675 0.028
N -1.0091 -0.5616 0.2740 -0.069 2.260 1.212 -0.259
C -1.7694 0.5918 0.1729 -0.001 0.519 0.928 -0.157
N -1.0921 1.6693 0.0432 1.054 -0.110 -0.344 0.155
C 0.3001 1.2436 -0.1016 0.264 1.534 -0.091 -0.541
O 1.2962 1.9560 -0.1508 -1.745 -1.327 0.110 0.039
N 0.2795 -0.1450 -0.1336 -0.013 0.010 -0.303 -0.443
S 1.6381 -1.1260 0.0238 0.700 1.437 2.191 0.802
H -1.9123 -1.4897 -1.2401 0.941 -1.195 2.935 0.161
H -2.1143 -2.1617 0.4261 0.561 0.365 -0.778 0.108
H -2.8774 0.5708 0.3274 1.151 -0.238 -0.320 0.145
H 2.1453 -0.4001 1.2099 -0.634 -1.386 -1.863 -0.037

***

12
Properties=species:S:1:pos:R:3:forces:R:3:mulliken_spin:R:1 method="wB97M-V/def2-TZVPD" s2=12.014 spin_multiplicity=7 relative_energy_ev=4.0659 e_lumo_ev="-9.348 / -10.273" orbital_gap_ha="0.302 / 0.268" total_energy_ha=-1301.9604 charge=+2
C 0.0154 0.4443 -0.7158 -0.495 -0.837 -5.118 -0.312
O 1.1349 0.6606 -0.2679 0.445 -0.139 1.648 -0.029
O -1.5318 0.8289 0.9389 -2.060 1.062 -0.691 -0.003
C -2.4869 1.0968 0.1607 2.200 -4.006 1.522 0.001
O -0.7082 1.4020 -1.2630 0.903 -0.445 1.031 -0.005
C -2.0916 1.0381 -1.2493 0.298 -1.901 -2.718 -0.001
Dy 2.5249 2.0114 1.3143 -0.996 -0.893 -1.038 6.342
H -2.6364 1.7063 -1.9206 0.152 -0.378 -0.089 0.000
H -3.5249 0.8355 0.4261 0.072 1.086 0.318 0.000
O -0.3287 -0.8735 -1.6259 1.538 3.368 3.636 0.009
H -1.8635 -0.2300 -1.7076 -2.086 3.477 1.470 0.000
H 0.1017 -1.6155 -1.1826 0.028 -0.395 0.029 -0.002

***

Number 1: F_max 0.08435 hartree/bohr. Number 2: F_max 0.01755 hartree/bohr. Number 3: F_max 0.01664 hartree/bohr. Number 4: F_max 0.05740 hartree/bohr. Number 5: F_max 0.09098 hartree/bohr. Number 6: F_max 0.10130 hartree/bohr.